[1]
The following is a DFT calculation (ωB97M-V/def2-TZVPD) of C6H10N2OsS5 as an isolated structure.

```
24
Properties=species:S:1:pos:R:3:forces:R:3
Os -0.11837 -0.08461 -0.44138 0.09 -0.01 0.00
S -7.18996 -0.00345 -1.62633 0.09 0.08 0.00
C -5.57886 0.00937 -1.36138 0.04 -0.29 0.07
S -4.87437 0.22553 0.21167 -0.09 0.12 -0.04
C -3.25569 0.07246 -0.26106 0.10 -0.06 -0.24
C -3.03085 -0.18579 -1.62120 0.13 0.04 0.32
S -1.42696 -0.37392 -2.26552 -0.14 -0.03 -0.23
S -4.40506 -0.30813 -2.60091 -0.11 0.11 -0.07
S -1.95953 0.22419 0.88091 -0.24 0.05 0.19
N 1.23649 -1.57505 0.22852 0.03 -0.03 -0.04
C 2.19987 -1.14903 1.29811 -0.11 -0.11 0.00
C 3.03036 0.04499 0.87098 0.17 0.01 0.10
C 2.28918 1.36672 0.83375 -0.11 0.11 -0.04
N 1.34428 1.44864 -0.32987 0.03 0.00 -0.05
H 0.71059 -2.37971 0.56692 -0.02 -0.04 0.02
H 1.76512 -1.92539 -0.57145 0.03 -0.01 -0.02
H 2.83873 -2.00471 1.52048 0.02 0.05 0.01
H 1.60798 -0.92959 2.18798 0.06 0.02 0.01
H 3.52294 -0.14933 -0.08734 -0.01 -0.01 -0.04
H 3.84640 0.14869 1.58946 -0.05 0.00 0.01
H 2.98796 2.19957 0.74492 0.02 -0.05 0.03
H 1.69442 1.51990 1.73551 0.05 -0.02 0.02
H 1.88575 1.45329 -1.19530 0.03 0.00 -0.02
H 0.87957 2.35536 -0.30747 -0.02 0.04 0.00
```
Forces are in eV/Å.

Computed properties:
Frontier orbital gap (alpha / beta): 6.4 / 6.1 eV
Expectation value of S²: 6.08
Net charge: +2
Total energy: -65990.3996 eV
Spin multiplicity: 5
HOMO (alpha / beta): -14.73 / -15.71 eV

=====

[2]
The following is a DFT calculation (ωB97M-V/def2-TZVPD) of C5H11NO3 as an isolated structure in a non-equilibrium geometry.

```
20
Properties=species:S:1:pos:R:3:forces:R:3
C -0.10791 -0.59470 0.05745 -0.05 0.07 -0.03
C 1.38005 -0.80161 -0.22111 -0.11 0.12 0.06
C -0.96492 -1.75641 -0.42972 0.06 0.10 0.07
C 2.26934 0.34341 0.25805 -0.09 -0.09 -0.02
C -1.82774 1.39445 -0.12429 0.75 -0.58 0.15
N -1.19133 2.53087 -0.15329 0.25 -0.26 -0.28
O -0.52849 0.58782 -0.67837 -0.63 -0.37 0.13
O -0.25773 -0.38275 1.43931 -0.01 0.04 -0.17
O -2.83068 0.83484 0.18165 0.19 0.11 -0.20
H -1.19665 -0.42997 1.66236 0.03 -0.01 -0.05
H -1.68306 3.38419 0.06953 0.18 0.00 -0.09
H -0.19887 1.80828 -0.53411 -0.56 0.79 0.44
H 1.66777 -1.72940 0.27839 -0.04 0.01 -0.01
H 1.49995 -0.95849 -1.29479 -0.01 0.00 0.01
H -0.68914 -2.66484 0.10568 0.03 0.02 -0.01
H -2.01973 -1.54547 -0.25118 0.01 0.03 -0.01
H -0.82016 -1.91111 -1.49806 0.01 0.02 0.01
H 2.05637 1.26683 -0.28308 0.03 0.00 0.01
H 3.31934 0.09747 0.09361 -0.04 0.03 -0.01
H 2.12360 0.52660 1.32196 0.00 0.01 -0.02
```
Forces are in eV/Å.

Computed properties:
Frontier orbital gap: 11.2 eV
Energy above the lowest of the compared OMol25 structures with the same formula, charge and spin: 184.30 kJ/mol
Net charge: 0
Total energy: -12994.9415 eV
HOMO: -10.38 eV

=====

[3]
The following is a DFT calculation (ωB97M-V/def2-TZVPD) of a 2-piece molecular cluster, C25H54ClN3O2PS overall.

```
87
Properties=species:S:1:pos:R:3:forces:R:3
C 1.60797 1.17003 3.86687 0.03 -0.09 0.10
C 2.67411 0.17883 3.38629 -0.05 0.09 -0.07
C 2.58458 -0.10838 1.89017 0.10 0.06 -0.15
C 2.81885 1.13202 1.02582 0.02 -0.01 0.15
C 2.97952 0.81517 -0.46310 -0.05 -0.12 -0.01
C 4.38170 1.12464 -0.99662 0.02 -0.09 0.11
C 4.73566 0.46939 -2.34792 -0.02 0.22 -0.05
C 3.52129 0.02425 -3.17055 0.22 -0.03 -0.44
C 3.14849 -1.44536 -2.96778 -0.04 -0.08 -0.07
C 1.70190 -1.76510 -3.37669 0.01 -0.11 -0.20
C 1.00214 -2.76959 -2.45411 -0.19 -0.01 -0.06
C 0.30953 -2.08215 -1.27877 0.14 0.21 -0.36
N 0.19962 -2.95696 -0.10703 -0.55 0.04 -0.03
C -1.11912 -3.08303 0.23978 0.04 -0.26 0.33
N -1.49609 -3.66944 1.36632 -0.04 -0.23 -0.14
C -2.91572 -3.72078 1.79942 -0.17 0.16 0.02
C -3.65301 -2.36539 1.90518 0.07 -0.04 -0.01
C -2.84332 -1.11614 2.30255 0.05 0.01 0.16
C -3.26440 0.14082 1.53622 -0.09 -0.08 0.05
C -2.62515 1.42653 2.08721 -0.15 0.01 -0.16
C -2.42024 2.53645 1.04965 0.00 0.03 0.10
C -1.48858 2.16201 -0.10419 -0.07 -0.01 0.01
C -0.90228 3.36717 -0.86755 0.01 -0.19 -0.16
C -1.41197 3.48804 -2.30175 0.19 0.04 -0.19
O -2.64105 4.17258 -2.38372 -0.30 -0.15 0.04
C -2.50910 5.56068 -2.59041 0.04 0.11 0.12
P -0.32074 -4.39358 2.47235 -0.14 0.12 0.40
S -0.83332 -4.42630 4.30700 0.05 -0.03 -0.18
N -1.98251 -2.50366 -0.62683 0.26 -0.03 -0.41
C -2.97329 -3.39623 -1.27429 -0.32 0.31 0.08
C -1.16417 -1.59721 -1.46687 0.12 0.10 0.12
Cl -1.71068 -1.44548 -3.12997 -0.06 -0.17 -0.08
H 1.92247 2.20553 3.72607 -0.01 -0.01 -0.09
H 0.66438 1.02138 3.33060 0.01 -0.02 0.04
H 1.40689 1.04223 4.93147 0.00 0.05 -0.03
H 3.66787 0.58955 3.59472 -0.05 -0.09 0.06
H 2.59858 -0.75451 3.95148 -0.04 0.03 -0.06
H 3.31812 -0.87536 1.60996 -0.04 0.03 0.06
H 1.59043 -0.51197 1.64300 0.04 -0.08 0.07
H 1.97860 1.81639 1.15896 0.07 0.13 0.10
H 3.72011 1.64251 1.38592 -0.14 0.06 0.01
H 2.76210 -0.24976 -0.62618 -0.01 0.18 0.07
H 2.23711 1.38178 -1.03184 0.01 -0.09 -0.04
H 5.10632 0.81305 -0.23554 -0.01 0.05 -0.11
H 4.48147 2.21021 -1.08480 -0.01 -0.04 0.08
H 5.40297 -0.38433 -2.18902 -0.10 0.01 -0.04
H 5.30869 1.19061 -2.93616 0.03 -0.10 0.07
H 2.65829 0.66749 -2.97277 0.11 -0.05 0.02
H 3.75074 0.15884 -4.23450 -0.10 0.03 0.10
H 3.33144 -1.75371 -1.92997 -0.08 0.11 -0.07
H 3.82952 -2.04554 -3.58124 -0.02 -0.07 0.21
H 1.67187 -2.16927 -4.39264 0.07 0.13 0.06
H 1.12690 -0.83324 -3.41588 -0.05 -0.12 0.05
H 0.28754 -3.37042 -3.02845 -0.02 0.04 0.20
H 1.73981 -3.46961 -2.04206 0.02 0.07 -0.08
H 0.85951 -1.17599 -1.00800 0.20 -0.29 0.10
H 0.66790 -3.85428 -0.18540 0.32 0.24 0.20
H -2.89902 -4.20987 2.77103 0.06 0.07 -0.02
H -3.44900 -4.38712 1.11851 -0.02 0.01 0.39
H -4.19461 -2.17069 0.97497 0.10 0.00 0.04
H -4.40626 -2.53506 2.67837 -0.12 0.00 -0.20
H -1.76566 -1.26957 2.17396 0.00 -0.01 -0.05
H -2.98055 -0.92341 3.37172 0.09 -0.09 -0.06
H -3.03697 0.00642 0.47241 0.03 0.00 0.05
H -4.35489 0.22786 1.60549 0.07 0.04 -0.12
H -3.28248 1.81029 2.87353 0.19 -0.03 0.09
H -1.66044 1.19568 2.55907 -0.06 -0.03 -0.08
H -3.38985 2.86038 0.65563 0.08 0.01 -0.02
H -1.98597 3.40764 1.55169 -0.09 -0.07 0.05
H -2.03945 1.54411 -0.82384 0.06 -0.06 0.06
H -0.67507 1.53843 0.29879 -0.02 0.07 -0.04
H -1.13066 4.29725 -0.34022 0.10 -0.06 -0.03
H 0.18687 3.28988 -0.89701 -0.01 0.03 0.07
H -0.66011 3.98142 -2.93371 -0.08 0.01 0.04
H -1.59238 2.49655 -2.73256 0.10 0.01 0.04
H -1.72384 5.98784 -1.95379 -0.07 0.02 -0.05
H -3.46099 6.02014 -2.32805 0.04 0.01 -0.04
H -2.28066 5.78574 -3.63848 0.05 -0.02 0.05
H -0.11833 -5.61878 1.82324 0.10 -0.07 -0.05
H 0.80512 -3.64314 2.13708 0.08 0.06 -0.12
H -2.51229 -3.94488 -2.09665 0.01 -0.01 0.08
H -3.37426 -4.09210 -0.54122 0.11 0.12 -0.32
H -3.79353 -2.79773 -1.66198 0.03 0.00 0.00
H -1.24265 -0.59331 -1.06384 -0.15 0.03 0.13
O 0.72832 4.57872 1.74001 -0.08 -0.05 0.02
H 0.72153 3.78124 2.27843 0.04 -0.02 0.06
H 0.08785 5.16067 2.16302 0.07 0.04 0.00
```
Forces are in eV/Å.

Computed properties:
Frontier orbital gap: 8.3 eV
Net charge: +1
Total energy: -68006.7347 eV
HOMO: -11.41 eV

=====

Which formula does entry 2 have? C5H11NO3

=====

What is the total energy in the third record? -68006.7347 eV

=====

Among the records above, which one has the highest net charge? C6H10N2OsS5

=====

Which of these has the highest total energy? C5H11NO3